This record from the OMol25 dataset describes C4H5N3O in the gas phase at a distorted geometry. The level of theory is ωB97M-V/def2-TZVPD.

Structure (XYZ):
```
13
Properties=species:S:1:pos:R:3:forces:R:3
N -1.528 -1.394 -0.168 -0.116 0.918 0.708
N -0.231 2.098 0.000 -1.465 0.864 -0.652
C -0.461 -0.616 -0.605 -1.621 0.560 1.730
N 3.038 -0.261 -0.539 2.704 -0.074 -0.913
H -0.344 -0.604 -1.651 0.407 -0.080 -0.891
C 0.609 -0.167 0.322 -0.668 0.991 0.633
O -0.889 1.588 -0.982 0.496 -1.443 0.295
H -2.317 -1.488 -0.846 1.135 0.041 1.082
H 0.991 1.850 1.707 -1.339 -1.456 -2.247
C 0.393 1.372 0.792 2.246 0.073 2.135
C 1.970 -0.206 -0.186 -2.633 -0.280 0.579
H -1.800 -1.511 0.873 0.834 0.627 -2.604
H 0.569 -0.660 1.281 0.021 -0.741 0.143
```
Positions in Å, forces in eV/Å.

Properties
**Kohn-Sham gap (spin up / spin down)**: 8.36 / 8.37 eV
**Strongest force on any atom**: 3.1 eV/Å
**ΔE to the lowest compared entry with this formula, charge and spin**: 5.213 eV

Atom charges from the Löwdin analysis, given in e for atoms 1 to 5: N 0.093; N -0.124; C -0.078; N 0.172; H 0.116